--- P ---
A 2-piece molecular cluster, C5H13N overall, computed with the ωB97M-V functional and the def2-TZVPD basis.

Last column: natural (NBO) charge in e.
Geometry (Å):
C1 -2.637 -0.639 -0.458  -0.3795
C2 -1.512 -0.790 -1.124  -0.2191
C3 -1.486 -1.192 -2.543  -0.6601
H1 -2.875 -0.598 0.729  0.2084
H2 -3.654 -0.697 -0.968  0.1744
H3 -0.730 -0.996 -0.455  0.2006
H4 -2.390 -0.637 -2.921  0.2238
H5 -0.533 -1.051 -3.061  0.2247
H6 -1.925 -2.244 -2.678  0.2258
C4 2.375 -0.173 1.463  -0.4648
N1 2.285 1.329 1.661  -0.5951
C5 0.935 1.747 1.192  -0.4385
H7 3.398 -0.381 1.743  0.1979
H8 1.936 -0.499 2.459  0.2159
H9 2.266 -0.602 0.512  0.1902
H10 2.884 1.754 0.971  0.3334
H11 0.873 2.828 1.254  0.1973
H12 0.232 1.446 2.009  0.1886
H13 0.559 1.399 0.214  0.1761

Summary:
SMILES: C=CC.CNC
LUMO level (eV): 0.99
HOMO-LUMO gap (eV): 10.3968
Charge: 0
Multiplicity: 1
HOMO (eV): -9.405

***

--- Q ---
An isolated molecule of C5H13N, computed with the ωB97M-V functional and the def2-TZVPD basis.

Last column: natural (NBO) charge in e.
Geometry (Å):
C1 -0.607 -1.706 0.886  -0.6026
C2 -0.040 -0.293 0.793  -0.2170
C3 -1.095 0.785 1.131  -0.6177
C4 0.678 -0.046 -0.544  -0.0406
C5 1.481 1.253 -0.517  -0.6226
N1 -0.237 -0.093 -1.663  -0.8951
H1 0.188 -2.440 0.749  0.2008
H2 -1.410 -1.878 0.168  0.2078
H3 -1.023 -1.865 1.879  0.2046
H4 0.702 -0.252 1.602  0.1886
H5 -1.166 1.513 0.322  0.1968
H6 -2.081 0.344 1.253  0.2095
H7 -0.821 1.349 2.020  0.2127
H8 1.353 -0.892 -0.674  0.1888
H9 1.853 1.540 0.464  0.2051
H10 2.389 1.140 -1.114  0.2120
H11 0.941 2.079 -0.965  0.2071
H12 -0.924 0.626 -1.788  0.3763
H13 -0.163 -0.855 -2.313  0.3859

Summary:
SMILES: CC(C)[C@H](C)N
LUMO level (eV): 1.15
HOMO-LUMO gap (eV): 9.7577
Charge: 0
Multiplicity: 1
HOMO (eV): -8.611

***

Taking the most stable structure as the zero point, the relative energies in kJ/mol are P 265.5; Q 0.0.

***

--- P ---
An isolated molecule of C5H13N, computed with the ωB97M-V functional and the def2-TZVPD basis.

Last column: natural (NBO) charge in e.
Geometry (Å):
C1 0.289 -1.743 -0.784  -0.6257
C2 -0.538 -0.414 -0.492  -0.0349
C3 -1.725 -0.801 0.423  -0.6296
N1 0.216 0.645 0.202  -0.4635
C4 0.319 1.918 -0.479  -0.4003
C5 1.343 0.379 1.048  -0.4023
H1 -0.134 -2.426 -1.496  0.2159
H2 0.464 -2.337 0.038  0.2031
H3 1.231 -1.459 -1.352  0.2052
H4 -0.790 0.019 -1.425  0.1969
H5 -1.631 -1.755 0.738  0.2013
H6 -1.776 -0.403 1.546  0.2109
H7 -2.702 -0.461 0.165  0.2186
H8 0.764 2.667 0.150  0.1967
H9 0.736 1.946 -1.412  0.1660
H10 -0.671 2.315 -0.568  0.1870
H11 1.514 1.448 1.458  0.1925
H12 2.273 0.084 0.533  0.1661
H13 1.087 -0.193 1.910  0.1960

Summary:
SMILES: CC(C)N(C)C
LUMO level (eV): 1.06
HOMO-LUMO gap (eV): 8.8334
Charge: 0
Multiplicity: 1
HOMO (eV): -7.772

***

--- Q ---
An isolated molecule of C5H13N, computed with the ωB97M-V functional and the def2-TZVPD basis.

Last column: natural (NBO) charge in e.
Geometry (Å):
C1 -1.240 2.123 0.022  -0.6182
C2 -0.293 1.366 0.959  -0.4063
C3 -0.365 -0.152 0.790  -0.3987
C4 0.325 -0.613 -0.501  -0.0396
C5 -0.172 -2.009 -0.949  -0.6141
N1 1.771 -0.626 -0.368  -0.8466
H1 -0.719 2.658 -0.763  0.2096
H2 -1.943 1.456 -0.466  0.2002
H3 -1.832 2.902 0.509  0.2107
H4 -0.578 1.629 1.981  0.2009
H5 0.719 1.754 0.892  0.2030
H6 -1.423 -0.421 0.709  0.1996
H7 0.088 -0.656 1.640  0.1993
H8 -0.045 0.045 -1.296  0.1651
H9 0.317 -2.226 -1.900  0.2104
H10 0.001 -2.729 -0.145  0.2008
H11 -1.253 -1.939 -1.106  0.2067
H12 2.137 -1.549 -0.550  0.3591
H13 2.093 -0.326 0.542  0.3580

Summary:
SMILES: CCC[C@H](C)N
LUMO level (eV): 1.22
HOMO-LUMO gap (eV): 10.2080
Charge: 0
Multiplicity: 1
HOMO (eV): -8.992

***

Taking the most stable structure as the zero point, the relative energies in kJ/mol are P 197.7; Q 0.0.

***

--- P ---
An isolated molecule of C6H6, computed with the ωB97M-V functional and the def2-TZVPD basis.

Last column: natural (NBO) charge in e.
Geometry (Å):
C1 -0.556 0.346 3.625  -0.1072
C2 0.003 0.185 2.525  -0.1935
C3 0.740 -1.514 -0.891  -0.4219
C4 0.491 0.128 1.320  0.1155
C5 0.415 -0.424 -0.056  -0.0513
C6 -0.167 0.808 -0.824  -0.6324
H1 -0.676 0.332 4.668  0.2285
H2 0.380 -1.477 -1.863  0.1954
H3 0.832 -2.421 -0.429  0.1953
H4 0.438 1.644 -0.407  0.2246
H5 -1.245 0.990 -0.483  0.2218
H6 -0.038 0.579 -1.928  0.2253

Summary:
LUMO level (spin up / spin down) (eV): -1.20 / -1.43
HOMO-LUMO gap (spin up / spin down) (eV): 6.7117 / 6.4981
Charge: 0
Multiplicity: 1
HOMO (spin up / spin down) (eV): -7.910 / -7.925

***

--- Q ---
An isolated molecule of C6H6, computed with the ωB97M-V functional and the def2-TZVPD basis.

Last column: natural (NBO) charge in e.
Geometry (Å):
C1 -1.560 0.899 0.333  -0.6546
C2 -0.429 -0.011 0.007  -0.0071
C3 -0.347 -1.302 -0.339  -0.2332
C4 1.174 -1.554 -0.482  -0.5533
C5 1.450 -0.171 -0.155  0.2859
C6 1.117 0.980 0.177  -0.3209
H1 -1.523 1.313 1.348  0.2130
H2 -1.694 1.726 -0.375  0.2139
H3 -2.429 0.233 0.260  0.2611
H4 1.483 -1.861 -1.483  0.2572
H5 1.553 -2.262 0.257  0.2580
H6 1.205 2.011 0.453  0.2799

Summary:
LUMO level (eV): 0.49
HOMO-LUMO gap (eV): 7.9692
Charge: 0
Multiplicity: 1
HOMO (eV): -7.481

***

Taking the most stable structure as the zero point, the relative energies in kJ/mol are P 0.0; Q 20.8.